(1)
{
  "formula": "C6H6NO6S",
  "method": "ωB97M-V/def2-TZVPD",
  "e_tot_ev": -30925.964,
  "e_homo_ev": [-3.613, -3.613],
  "relative_energy_kj_mol": 313.6,
  "homo_lumo_gap_ev": [6.364, 6.365],
  "total_charge": -1,
  "species": ["C", "C", "C", "C", "C", "C", "N", "O", "O", "O", "O", "O", "O", "S", "H", "H", "H", "H", "H", "H"],
  "xyz": [[-3.0546, 0.4685, -0.4383], [-2.1049, 1.5329, -0.1260], [-2.6592, -0.7773, -0.3471], [-0.7563, 1.2903, 0.1312], [-1.2306, -1.1347, 0.0695], [-0.3233, -0.0089, 0.1638], [0.9962, -0.3880, 0.1090], [1.9814, 0.5298, 0.0949], [4.6317, 0.4398, -1.6707], [1.2695, -1.5791, 0.1533], [4.7681, 1.6014, 0.5141], [4.7031, -0.8621, 0.4419], [-1.3813, -1.9147, 1.2891], [4.5781, 0.3596, -0.2120], [-4.0277, 0.8453, -0.6788], [-2.4488, 2.6270, -0.1770], [-3.3919, -1.6276, -0.6871], [-0.1333, 2.0522, 0.3487], [-0.7902, -1.7475, -0.7474], [-0.6259, -1.7069, 1.7691]],
  "atomic_forces_ev_per_a": [[0.92, 2.30, 0.61], [1.12, 1.93, 0.12], [-0.67, -2.83, -0.93], [-4.48, -0.29, -0.81], [-1.96, -1.55, -1.19], [2.03, -1.01, 0.04], [1.02, 2.42, 0.62], [-1.37, -1.08, -0.22], [-0.30, -0.36, 2.30], [0.67, -0.91, -0.17], [-0.44, -1.54, -0.71], [0.15, -1.84, 0.90], [-1.76, -0.26, -1.63], [-0.37, 3.59, -2.34], [-0.61, -0.46, -0.33], [0.46, -1.79, 0.19], [1.67, 1.47, 0.92], [2.08, 2.42, 0.45], [-0.37, -0.46, 0.66], [2.23, 0.27, 1.54]]
}



(2)
{
  "formula": "C2H5ISi",
  "method": "ωB97M-V/def2-TZVPD",
  "multiplicity": 3,
  "e_tot_ev": -18127.937,
  "e_homo_ev": [-6.726, -9.055],
  "relative_energy_kj_mol": 177.5,
  "homo_lumo_gap_ev": [7.572, 6.321],
  "species": ["C", "C", "Si", "I", "H", "H", "H", "H", "H"],
  "xyz": [[0.9249, -0.3919, 0.7604], [1.0986, 0.5873, -0.4226], [0.2719, 1.4116, 1.0756], [-4.1476, -1.0164, -0.8059], [0.2386, -1.1117, 0.5496], [1.9051, -0.8227, 1.1198], [2.1502, 0.9110, -0.3453], [0.8191, 0.2889, -1.4322], [-3.2607, 0.1439, -0.4993]],
  "atomic_forces_ev_per_a": [[2.28, 1.44, 1.49], [1.20, 1.56, 0.14], [0.36, -1.55, -0.82], [-1.78, -2.35, -0.62], [-2.06, -2.08, -0.13], [-1.24, 0.48, -0.20], [-0.40, 0.07, -0.76], [-0.17, 0.07, 0.26], [1.81, 2.36, 0.64]]
}



(3)
{
  "formula": "C4H9NO2",
  "method": "ωB97M-V/def2-TZVPD",
  "smiles": "CC(C)=O.C1NO1",
  "e_tot_ev": -9872.715,
  "e_homo_ev": -8.924,
  "relative_energy_kj_mol": 708.7,
  "homo_lumo_gap_ev": 9.308,
  "species": ["C", "C", "C", "O", "H", "H", "H", "H", "H", "H", "C", "N", "O", "H", "H", "H"],
  "xyz": [[0.0733, 1.8462, -0.1095], [0.4092, 0.5731, 0.6372], [1.7298, -0.1314, -0.0363], [0.3093, 0.3965, 1.8478], [-0.2646, 1.5930, -1.1165], [0.9502, 2.4745, -0.2436], [-0.7425, 2.3565, 0.3993], [2.0670, -0.9695, 0.5696], [2.4732, 0.6530, 0.0957], [1.6314, -0.4096, -1.0858], [-1.1144, -1.8253, -0.3640], [-1.6820, -0.2892, 0.1770], [-1.4707, -0.8102, -1.1440], [-0.4145, -2.0436, 0.4340], [-1.4705, -2.7719, -0.7671], [-2.4843, -0.6423, 0.7063]],
  "atomic_forces_ev_per_a": [[-1.32, -0.59, -0.20], [4.32, 0.33, 1.68], [-1.83, 0.21, 0.59], [-0.53, 0.33, -1.49], [-0.04, -0.02, -0.01], [0.13, -0.03, 0.37], [0.18, 0.22, 0.02], [-0.25, -0.12, -0.02], [0.06, 0.08, -0.26], [0.02, 0.12, 0.02], [-0.81, -0.55, 0.82], [0.13, -1.53, 0.62], [0.67, 0.66, -0.59], [1.69, 1.19, -0.85], [-1.34, -0.12, 0.59], [-1.07, -0.20, -1.27]]
}



(4)
{
  "formula": "C22H17N3O2",
  "method": "ωB97M-V/def2-TZVPD",
  "smiles": "COc1ccc(C2=NC(c3ccccc3)=N/C(=C3\\C=CC=CC3=O)N2)cc1",
  "e_tot_ev": -31651.885,
  "e_homo_ev": -7.840,
  "relative_energy_kj_mol": 435.5,
  "homo_lumo_gap_ev": 7.225,
  "species": ["C", "O", "C", "C", "C", "C", "C", "N", "C", "C", "C", "C", "C", "C", "C", "N", "C", "C", "C", "C", "C", "C", "C", "O", "N", "C", "C", "H", "H", "H", "H", "H", "H", "H", "H", "H", "H", "H", "H", "H", "H", "H", "H", "H"],
  "xyz": [[-6.6994, -0.9546, 2.7257], [-5.3439, -0.8128, 3.2640], [-4.1781, -0.6802, 2.4789], [-2.9290, -0.9417, 3.1361], [-1.8487, -0.7542, 2.3366], [-1.7922, -0.1904, 1.0895], [-0.5918, 0.1232, 0.3375], [0.4469, -0.4321, 0.9076], [1.7132, -0.3057, 0.3316], [2.9523, -0.5907, 1.1038], [3.2468, -1.7069, 1.9546], [4.4210, -1.7442, 2.7115], [5.2381, -0.6626, 2.7739], [5.1158, 0.4034, 1.8086], [3.9090, 0.3780, 1.0109], [1.8118, 0.0794, -0.9359], [0.7267, 0.5531, -1.6347], [0.8474, 0.9544, -2.9005], [2.1851, 0.8271, -3.6141], [2.3699, 1.1652, -4.8684], [1.2536, 1.5630, -5.6417], [-0.0264, 1.6758, -5.0803], [-0.2505, 1.4542, -3.6621], [-1.4142, 1.5778, -3.2814], [-0.4301, 0.7863, -0.9073], [-2.9242, 0.1153, 0.4218], [-4.1348, -0.0959, 1.1478], [-7.4262, -1.1876, 3.4753], [-6.8631, -1.7967, 2.0826], [-6.9205, -0.0176, 2.2704], [-2.7881, -1.1590, 4.1491], [-0.8508, -0.9331, 2.8124], [2.5944, -2.6114, 1.7938], [4.7454, -2.7569, 3.1543], [6.0092, -0.5719, 3.4731], [5.9219, 1.2118, 1.6628], [3.8563, 1.2113, 0.2823], [3.0912, 0.4208, -3.0966], [3.4144, 1.0255, -5.2317], [1.4739, 1.6388, -6.6684], [-0.8284, 1.8868, -5.7340], [-1.2722, 1.0528, -1.5167], [-2.7895, 0.4628, -0.6249], [-5.0424, 0.3393, 0.7022]],
  "atomic_forces_ev_per_a": [[1.54, 0.36, -0.16], [0.60, -0.68, -0.61], [-0.66, 1.17, -0.44], [-2.17, 0.67, -2.87], [3.58, -0.03, 2.23], [-0.53, 0.84, -2.15], [3.37, -1.29, -0.48], [2.10, 0.31, 0.23], [-2.46, 0.25, -2.18], [-0.02, -0.81, 1.16], [-1.01, -0.43, -1.62], [-1.25, -2.84, -0.02], [0.49, 3.06, -2.41], [-1.22, -1.06, 0.41], [3.33, 2.22, 0.03], [0.82, -0.44, 1.08], [0.28, -0.20, 3.96], [2.84, 0.25, -3.48], [-0.52, -0.84, 3.59], [1.23, -0.02, -0.90], [-2.00, -0.13, 1.36], [3.85, -0.19, -1.08], [-0.08, -0.32, -1.96], [-1.44, 0.10, 1.80], [-2.31, -1.18, 0.84], [-2.55, -0.20, 0.66], [-0.63, -0.03, 0.27], [0.19, 0.43, 1.30], [0.75, -0.34, -1.00], [-0.62, 0.51, -0.61], [-0.28, -0.66, 1.22], [-0.96, 0.13, -0.51], [0.76, 1.02, 0.69], [-0.77, 1.92, -0.23], [1.31, -0.33, 0.84], [-1.61, -1.37, 0.46], [-0.49, -0.71, 0.44], [-1.34, 0.46, 0.05], [-1.18, 0.34, -0.29], [-0.45, 0.47, -1.31], [-0.96, 0.29, -0.22], [1.41, 0.07, 0.56], [-1.17, -0.02, 1.00], [0.19, -0.74, 0.32]]
}



(5)
{
  "formula": "C14H20N4O3S",
  "method": "ωB97M-V/def2-TZVPD",
  "e_tot_ev": -37768.223,
  "e_homo_ev": -7.985,
  "relative_energy_kj_mol": 1330.0,
  "homo_lumo_gap_ev": 8.651,
  "species": ["C", "C", "C", "C", "C", "N", "C", "N", "C", "N", "H", "H", "S", "C", "C", "C", "C", "O", "N", "H", "C", "H", "C", "O", "H", "H", "H", "H", "H", "H", "H", "H", "H", "H", "O", "C", "H", "H", "H", "H", "H", "H"],
  "xyz": [[-2.6408, 3.5193, -2.8778], [-1.6629, 2.8736, -2.1504], [-0.4106, 2.7603, -2.2528], [0.1589, 1.9101, -1.1121], [-0.8978, 1.5071, -0.5394], [-0.9816, 0.8256, 0.7929], [0.2675, 0.4267, 1.2744], [1.2360, 0.5358, 0.5269], [1.3070, 1.2620, -0.5405], [2.5950, 1.6378, -1.0604], [2.4630, 1.8695, -1.8583], [3.2389, 0.9148, -0.6291], [0.2693, -0.7133, 2.3752], [-1.7052, -1.1628, 2.6494], [-1.9322, -2.5184, 1.6749], [-1.7417, -2.1952, 0.3873], [-0.2752, -1.9797, -0.3849], [-0.1578, -1.2790, -1.2260], [0.3822, -2.8401, 0.0572], [0.3331, -3.3781, 1.0785], [1.8861, -2.9682, -0.3870], [1.8797, -2.3399, -1.0711], [2.7496, -2.1896, 0.7446], [2.7916, -2.7682, 2.1170], [1.8581, -2.5711, 2.2965], [3.8250, -2.2714, 0.2552], [2.7753, -1.1190, 0.6685], [2.0265, -3.9186, -0.4987], [-2.3116, -1.3250, 0.0991], [-2.2213, -3.0032, -0.2251], [-3.0747, -2.7532, 1.9822], [-1.2816, -3.3578, 2.0164], [-1.8701, -1.3506, 3.6690], [-2.0743, -0.3551, 2.2105], [-2.0232, 2.0743, -0.9512], [0.3899, 3.2762, -3.1706], [-0.0564, 3.7758, -4.0531], [1.4098, 4.0078, -2.5923], [1.0100, 2.4365, -3.7937], [-2.8288, 2.8597, -3.6866], [-2.2679, 4.6232, -3.0665], [-3.5847, 3.4530, -2.1158]],
  "atomic_forces_ev_per_a": [[-3.65, 2.96, 1.58], [-1.05, -3.13, 5.28], [3.23, -3.22, 4.54], [3.67, 0.60, -3.29], [-5.40, -2.51, 8.89], [0.98, 1.91, -2.38], [-9.49, 2.61, -4.40], [7.82, 1.17, -2.84], [1.47, 3.30, -1.77], [-0.43, -6.19, 15.10], [-0.47, 3.23, -12.98], [-0.36, 1.60, -1.78], [-1.60, -4.30, 6.31], [4.51, -5.10, -1.61], [-2.12, 0.70, 9.24], [-0.46, 1.43, -8.39], [-12.12, -0.28, 7.27], [1.70, 8.67, -10.54], [12.31, -12.88, 7.58], [-0.83, 2.25, -3.86], [-3.13, 2.74, 10.15], [0.69, 4.88, -7.29], [3.97, -2.99, -1.99], [-1.13, 1.13, -2.88], [0.26, -0.09, 1.08], [-1.45, -0.68, 1.32], [-1.56, 0.46, 0.64], [1.57, -5.32, -0.95], [-0.17, 0.51, -0.05], [0.60, 0.41, -0.02], [2.46, 0.03, -0.91], [-0.62, 0.38, 0.29], [-0.09, 0.03, 1.27], [-2.18, 3.36, -1.53], [-1.38, 0.58, -1.81], [8.83, 2.86, -5.99], [0.09, 0.46, 0.92], [-3.20, -1.93, -2.03], [-1.10, 1.63, 1.67], [-0.73, 0.27, -1.50], [-1.31, -2.25, -0.15], [1.85, 0.73, -2.21]]
}



(6)
{
  "formula": "C2H4N2O2",
  "method": "ωB97M-V/def2-TZVPD",
  "smiles": "NC(=O)NC=O",
  "e_tot_ev": -9214.291,
  "e_homo_ev": -10.348,
  "relative_energy_kj_mol": 89.9,
  "homo_lumo_gap_ev": 11.070,
  "species": ["N", "C", "O", "N", "C", "O", "H", "H", "H", "H"],
  "xyz": [[0.7801, -0.2993, 1.1891], [-0.3603, -0.5808, 0.5563], [-1.3095, -1.2863, 0.9554], [-0.5773, -0.1021, -0.8425], [0.1881, 0.8634, -1.2910], [1.1386, 1.3896, -0.6436], [1.3229, 0.5987, 0.9754], [0.8323, -0.5895, 2.2286], [-1.2274, -0.7389, -1.3359], [0.0522, 1.0174, -2.3810]],
  "atomic_forces_ev_per_a": [[1.51, 1.15, 2.87], [-3.66, -1.62, -0.78], [2.36, 1.15, -0.28], [0.10, -1.74, 3.26], [3.42, 1.14, -0.93], [-2.54, -0.34, -1.92], [-1.28, -1.93, -0.26], [-0.53, 0.40, -2.57], [0.60, 1.20, 0.23], [0.00, 0.61, 0.38]]
}



(7)
{
  "formula": "C12H26N4OPd",
  "method": "ωB97M-V/def2-TZVPD",
  "e_tot_ev": -24351.927,
  "e_homo_ev": -5.845,
  "homo_lumo_gap_ev": 6.749,
  "species": ["Pd", "C", "C", "N", "C", "C", "N", "C", "C", "N", "H", "H", "H", "H", "H", "H", "H", "H", "H", "H", "H", "H", "H", "H", "H", "O", "C", "C", "C", "C", "C", "C", "N", "H", "H", "H", "H", "H", "H", "H", "H", "H", "H", "H"],
  "xyz": [[0.0682, 0.3557, 0.4726], [-2.5615, -0.4629, 2.2792], [-1.3004, -0.2102, 3.1527], [-0.5804, 0.9979, 2.7552], [-1.3356, 2.2410, 2.8187], [-1.0921, 3.1496, 1.5938], [-1.1044, 2.4580, 0.3119], [-2.4098, 2.1899, -0.2852], [-3.2317, 1.1178, 0.4658], [-2.4193, 0.0168, 0.9238], [-2.7574, -1.5377, 2.2989], [-3.4249, 0.0164, 2.7488], [-1.6156, -0.1877, 4.2086], [-0.6109, -1.0433, 3.0211], [0.2901, 1.0682, 3.2585], [-2.3953, 2.0024, 2.8866], [-1.0860, 2.8275, 3.7095], [-1.8362, 3.9614, 1.6253], [-0.1030, 3.5974, 1.7015], [-0.5461, 2.9737, -0.3497], [-3.0239, 3.1021, -0.3559], [-2.2225, 1.8307, -1.2977], [-3.7100, 1.5829, 1.3290], [-4.0428, 0.8009, -0.2022], [-2.2459, -0.6984, 0.2349], [-0.1065, -1.8488, -0.7441], [1.0927, -1.9585, -1.0096], [1.6360, -3.1130, -1.8266], [2.0598, -2.6669, -3.2489], [2.4256, -1.1848, -3.3743], [3.6001, -0.7490, -2.4982], [3.3783, -1.0474, -0.9977], [1.9853, -1.0362, -0.6103], [0.8543, -3.8662, -1.8885], [2.4811, -3.5610, -1.3010], [1.2340, -2.8642, -3.9344], [2.9050, -3.2733, -3.5832], [1.5503, -0.5797, -3.1291], [2.6723, -0.9701, -4.4168], [3.7593, 0.3218, -2.6430], [4.5107, -1.2595, -2.8241], [3.9021, -0.3119, -0.3899], [3.8088, -2.0213, -0.7515], [1.5482, -0.1603, -0.1342]],
  "atomic_forces_ev_per_a": [[-0.63, 0.40, 0.13], [0.27, 0.13, 0.10], [-0.13, 0.03, -0.05], [-0.01, -0.03, 0.22], [0.07, 0.01, -0.29], [-0.04, -0.11, 0.08], [-0.09, 0.12, 0.02], [-0.07, -0.12, 0.11], [0.27, 0.20, -0.08], [-0.49, -0.26, 0.00], [-0.04, 0.00, 0.01], [-0.03, 0.00, -0.03], [-0.02, -0.04, -0.01], [0.04, 0.01, 0.04], [0.04, -0.02, 0.02], [0.00, 0.02, 0.06], [-0.08, 0.01, 0.04], [0.03, 0.03, 0.03], [0.01, 0.03, -0.02], [0.08, -0.01, -0.04], [-0.03, -0.01, -0.01], [0.04, 0.03, -0.02], [-0.03, -0.05, 0.02], [-0.02, 0.03, 0.02], [-0.03, -0.05, 0.01], [0.11, -0.01, 0.00], [0.10, -0.09, -0.06], [-0.04, 0.03, -0.10], [-0.01, 0.13, 0.04], [0.13, -0.11, 0.02], [-0.13, -0.01, 0.08], [0.04, -0.05, -0.25], [-0.22, -0.13, 0.04], [-0.01, 0.00, 0.04], [0.01, 0.03, 0.01], [0.01, -0.04, 0.00], [-0.03, -0.05, 0.00], [-0.01, 0.04, -0.01], [-0.04, 0.00, 0.00], [0.02, 0.00, 0.02], [0.03, 0.05, 0.00], [-0.02, 0.00, 0.05], [0.03, 0.02, 0.03], [0.91, -0.12, -0.26]]
}